Density functional theory data (ωB97M-V with the def2-TZVPD basis set) for a single C15H23NO4 molecule.

Output
* E_tot: -25606.3581 eV
* frontier orbital gap: 9.7 eV
* HOMO: -9.011 eV
* structure (SMILES): C#CCNC(=O)C1=C[C@H](C)[C@@H](CCCO)[C@H](OCC)O1
* 2S+1: 1
* ΔE to the lowest compared entry with this formula, charge and spin: 3.850 eV
* net charge: 0

Structure (XYZ):
```
43
C15H23NO4 ωB97M-V with the def2-TZVPD basis set
O 3.82 -3.14 -1.35
O 0.25 2.05 -0.77
O -3.00 -0.39 2.20
O -0.77 -0.02 -0.54
N -3.26 -0.61 -0.04
C -0.69 2.57 -1.70
C 1.92 -1.20 -0.11
C 0.43 0.67 -0.83
C -0.70 4.08 -1.56
C -4.64 -1.05 0.02
C 1.58 0.28 0.11
C 1.18 0.57 1.57
C -2.54 -0.36 1.07
C -0.26 0.26 1.78
C 3.28 -1.60 0.48
C -1.11 -0.01 0.79
C -4.90 -3.42 -1.13
C -4.81 -2.35 -0.60
C 3.67 -3.01 0.04
C 1.50 2.01 1.98
H 1.17 2.18 3.00
H -0.64 0.26 2.79
H -1.69 2.16 -1.49
H 2.57 2.20 1.92
H 1.76 -0.09 2.22
H 2.43 0.90 -0.17
H 4.04 -0.89 0.13
H 2.88 -3.72 0.32
H -1.41 4.51 -2.27
H 1.14 -1.82 0.34
H 4.48 -2.51 -1.65
H -1.00 4.36 -0.56
H 1.94 -1.41 -1.18
H -5.01 -4.36 -1.58
H 0.98 2.71 1.32
H 0.66 0.37 -1.87
H -0.40 2.27 -2.72
H 3.26 -1.56 1.57
H -5.29 -0.32 -0.48
H 0.29 4.48 -1.76
H 4.60 -3.31 0.56
H -2.79 -0.63 -0.93
H -4.91 -1.09 1.08
```